# C13H23Cl2NPS

2 unconnected molecules or ions with the total composition C13H23Cl2NPS (ωB97M-V/def2-TZVPD, OMol25).

## Properties
E_LUMO = -2.67 eV
Orbital gap = 8.419 eV
Net charge = +1

Each line ends with the Löwdin charge.
CARTESIAN COORDINATES (ANGSTROEM)
1 Cl 3.374 -0.128 2.860  0.69
2 C 0.754 0.154 0.209  -0.13
3 H 0.856 -0.116 -3.118  0.11
4 H -2.193 4.182 -1.979  -0.11
5 P -1.802 0.250 -2.261  1.00
6 C -4.268 2.642 -1.949  -0.51
7 H -4.014 -0.815 -2.475  0.10
8 C 1.737 0.893 -0.748  -0.24
9 C 2.759 -2.859 5.691  -0.07
10 H -3.805 0.463 -3.685  0.10
11 H 3.192 -4.996 3.104  0.11
12 N -0.866 1.065 -3.438  -0.22
13 C 3.284 -2.856 2.961  -0.69
14 H 1.284 -0.311 1.072  0.03
15 H 1.785 2.515 -2.180  0.11
16 H -1.326 -1.091 -2.211  0.06
17 H 0.200 -0.655 -0.317  0.04
18 C 3.185 -1.653 3.652  -0.68
19 C 3.117 -4.058 3.638  -0.11
20 H -1.583 0.870 -1.005  -0.02
21 H -1.135 2.039 -3.546  0.08
22 H 0.002 0.866 0.606  0.07
23 H 2.722 -4.999 5.523  0.11
24 H 0.168 2.328 -1.473  0.08
25 H -5.118 3.224 -1.544  0.07
26 H 2.306 1.603 -0.108  0.11
27 H -5.525 0.903 -1.733  0.12
28 C 1.046 1.754 -1.848  -0.20
29 C 0.600 0.960 -3.129  -0.24
30 H 2.556 -2.858 6.754  0.11
31 H -4.156 0.938 -0.581  0.11
32 C 2.924 -1.658 5.017  -0.11
33 C -4.442 1.123 -1.639  -0.31
34 C -3.619 0.215 -2.622  -0.30
35 C 2.853 -4.061 5.000  -0.07
36 H -4.182 2.859 -3.032  0.08
37 H 2.848 -0.724 5.558  0.11
38 H 2.498 0.219 -1.195  0.12
39 H 1.114 1.397 -4.008  0.12
40 Cl 3.615 -2.912 1.265  0.67
41 S -2.744 3.290 -1.087  0.69